Formula: C33H47N8O6RbSi3
Source: the Open Molecules 2025 dataset
Level of theory: ωB97M-V with the def2-TZVPD basis set

LUMO level = 3.625 eV
molar mass = 821.515 g/mol
calculated total energy = -3067.945884 a.u.
ΔE to the lowest compared entry with this formula, charge and spin = 0.592 eV
net charge = -2
spin multiplicity = 1
E_HOMO = -0.0630 Ha
strongest force on any atom = 0.0096 Eh/bohr

The geometry in XYZ format:
```
98
C33H47N8O6RbSi3 | the Open Molecules 2025 dataset | ωB97M-V with the def2-TZVPD basis set
Rb 0.6328 0.0433 -0.0284
O 0.4901 4.4762 4.3357
C 0.2910 3.6192 3.4761
N 0.9607 3.3526 2.3405
C 1.5844 4.3068 1.6307
O 1.5048 5.5315 1.7294
C 2.3671 3.7492 0.4413
C 2.7898 4.6297 -0.5484
C 3.4468 4.1237 -1.6568
C 3.6879 2.7611 -1.7305
C 3.2580 1.9594 -0.6820
N 2.5983 2.4381 0.3737
C -0.8618 2.6416 3.7118
C -1.8932 3.0092 4.5723
C -2.9688 2.1522 4.7242
C -2.9683 0.9460 4.0372
C -1.8785 0.6524 3.2295
N -0.8557 1.4820 3.0598
H 2.5682 5.6802 -0.4248
H 3.7568 4.7829 -2.4599
H 4.1756 2.3100 -2.5845
H 3.4224 0.8849 -0.6980
H -1.8240 3.9593 5.0834
H -3.8006 2.4213 5.3656
H -3.7909 0.2464 4.1152
H -1.8272 -0.2855 2.6839
C -2.4099 2.9477 0.6675
O -1.9751 1.7968 -0.0056
Si -2.8849 0.8483 -1.0630
C -3.5927 -0.5198 0.0434
C -4.4176 1.8810 -1.5109
C -1.8536 0.3014 -2.4065
Si -1.9586 -1.3898 -3.0195
C -3.6976 -1.8939 -3.6269
C -1.4948 -2.7536 -1.7879
C -0.8333 -1.7491 -4.4998
Si -1.2102 1.6175 -3.4720
C -1.1447 3.3131 -2.6244
C 0.5503 1.4147 -4.1349
C -2.2637 1.9174 -5.0364
H -2.9241 3.6430 -0.0064
H -1.5383 3.4542 1.0853
H -3.0947 2.7063 1.4935
H -4.1783 -0.0537 0.8442
H -2.8013 -1.1116 0.5101
H -4.2489 -1.2081 -0.4970
H -4.9650 2.2413 -0.6339
H -5.0874 1.2374 -2.0903
H -4.1707 2.7404 -2.1394
H -4.4389 -1.7804 -2.8299
H -3.7319 -2.9320 -3.9762
H -4.0026 -1.2416 -4.4511
H -2.1739 -2.8085 -0.9354
H -0.4813 -2.6270 -1.3961
H -1.5214 -3.7242 -2.2972
H -1.0361 -1.0958 -5.3528
H -0.9879 -2.7843 -4.8231
H 0.2161 -1.6293 -4.2183
H -0.4814 3.3014 -1.7557
H -2.1212 3.6606 -2.2789
H -0.7599 4.0520 -3.3360
H 1.2710 1.2773 -3.3259
H 0.8198 2.3241 -4.6850
H 0.6653 0.5636 -4.8067
H -3.2882 2.1795 -4.7547
H -2.3148 1.0079 -5.6434
H -1.8595 2.7213 -5.6617
O 2.2016 -0.8790 -2.2646
N 2.5606 -2.0545 -2.0524
N 2.9731 -2.2822 -0.8356
O 3.0505 -1.3773 0.1020
C 3.3433 -3.6131 -0.5285
C 3.7761 -3.8745 0.7687
C 4.1415 -5.1645 1.1272
C 4.0793 -6.2013 0.2084
C 3.6414 -5.9306 -1.0848
C 3.2724 -4.6510 -1.4607
H 3.8067 -3.0446 1.4600
H 4.4762 -5.3564 2.1406
H 4.3618 -7.2079 0.4924
H 3.5783 -6.7304 -1.8135
H 2.9199 -4.4418 -2.4590
C 0.5460 -4.3195 4.0451
N 0.9691 -2.9352 3.9620
C 1.7932 -2.3747 4.8807
C 2.2193 -1.1037 4.7662
C 1.7570 -0.3687 3.6121
N 0.9721 -0.9238 2.7141
C 0.5529 -2.2038 2.8233
O -0.1766 -2.7593 2.0136
N 2.1351 0.8975 3.4362
H 0.9272 -4.7488 4.9712
H 0.9248 -4.8817 3.1916
H -0.5412 -4.3812 4.0275
H 2.0808 -3.0124 5.7075
H 2.8705 -0.6596 5.5037
H 2.6478 1.3678 4.1594
H 1.6957 1.4972 2.7280
```

Electronic structure analysis, Mulliken charges in units of e: Rb -0.03; O -0.74; C 0.04; N 0.06; C -0.19; O -0.78; C 0.47; C -0.81; C -0.20; C -0.98; C -0.37; N 0.00; C 0.41; C -0.82; C -0.48; C -0.82; C -0.15; N 0.83; H 0.46; H 0.38; H 0.39; H 0.94; H 0.52; H 0.38; H 0.44; H 0.20; C -0.71; O 0.23; Si -0.58; C -0.83; C -1.15; C 1.62; Si 0.17; C -1.19; C -0.83; C -1.06; Si -0.21; C -0.71; C -0.56; C -1.20; H 0.36; H -0.03; H 0.21; H 0.24; H 0.00; H 0.32; H 0.30; H 0.28; H 0.32; H 0.27; H 0.30; H 0.27; H 0.30; H 0.06; H 0.42; H 0.27; H 0.32; H 0.18; H -0.04; H 0.23; H 0.39; H -0.08; H 0.34; H 0.34; H 0.30; H 0.28; H 0.31; O -0.17; N -0.95; N 1.13; O -0.66; C 0.21; C -0.39; C -0.50; C -0.50; C -0.39; C -0.40; H 0.41; H 0.35; H 0.36; H 0.34; H 0.43; C -1.03; N 0.27; C -0.06; C -1.07; C 0.57; N 0.68; C -0.21; O -0.68; N 0.01; H 0.35; H 0.28; H 0.27; H 0.30; H 0.40; H 0.22; H -0.17



Formula: C33H47N8O6RbSi3
Source: the Open Molecules 2025 dataset
Level of theory: ωB97M-V with the def2-TZVPD basis set

LUMO level = 3.438 eV
molar mass = 821.515 g/mol
calculated total energy = -3067.938799 a.u.
ΔE to the lowest compared entry with this formula, charge and spin = 0.784 eV
net charge = -2
spin multiplicity = 1
E_HOMO = -0.0627 Ha
strongest force on any atom = 0.0103 Eh/bohr

The geometry in XYZ format:
```
98
C33H47N8O6RbSi3 | the Open Molecules 2025 dataset | ωB97M-V with the def2-TZVPD basis set
Rb 1.5495 0.7492 -1.1228
O 2.1579 -2.5075 -5.4056
C 1.7706 -2.0225 -4.3424
N 1.0386 -0.9123 -4.1201
C 0.2308 -0.4596 -5.0922
O -0.2670 -1.0473 -6.0540
C -0.1405 1.0135 -4.9468
C -0.3711 1.7329 -6.1216
C -0.6638 3.0789 -6.0406
C -0.7432 3.6678 -4.7858
C -0.5285 2.8690 -3.6757
N -0.2316 1.5712 -3.7420
C 2.2146 -2.7349 -3.0707
C 2.4539 -4.1067 -3.1380
C 2.7968 -4.7835 -1.9837
C 2.9242 -4.0693 -0.8006
C 2.7033 -2.7026 -0.8366
N 2.3484 -2.0469 -1.9414
H -0.3128 1.2023 -7.0612
H -0.8287 3.6640 -6.9388
H -0.9653 4.7207 -4.6641
H -0.5906 3.2822 -2.6754
H 2.3482 -4.5983 -4.0944
H 2.9573 -5.8557 -1.9997
H 3.1809 -4.5547 0.1319
H 2.8215 -2.0980 0.0580
C -2.7853 1.6943 -1.3009
O -2.2301 0.8362 -0.3253
Si -2.8938 -0.7449 -0.1557
C -3.2923 -1.2543 -1.9320
C -4.5963 -0.3880 0.6251
C -1.8505 -1.8563 0.7502
Si -1.6389 -3.5211 0.0729
C -0.9482 -3.6170 -1.6895
C -0.4929 -4.6400 1.0955
C -3.2506 -4.5508 0.0339
Si -1.4310 -1.5405 2.4709
C -1.6739 0.2706 2.9963
C -2.4617 -2.5342 3.7357
C 0.3738 -1.8695 2.9239
H -3.8694 1.8136 -1.1704
H -2.5914 1.3247 -2.3080
H -2.3233 2.6804 -1.2093
H -4.0751 -0.6204 -2.3577
H -3.6459 -2.2856 -1.9723
H -2.4107 -1.1853 -2.5740
H -5.1999 0.3203 0.0475
H -4.4889 0.0009 1.6400
H -5.1551 -1.3260 0.6952
H -0.4100 -2.7067 -1.9618
H -1.7269 -3.7694 -2.4407
H -0.2449 -4.4526 -1.7731
H 0.5427 -4.2981 1.0553
H -0.5291 -5.6470 0.6657
H -0.7908 -4.7101 2.1450
H -4.0291 -4.0577 -0.5524
H -3.6363 -4.6781 1.0503
H -3.0813 -5.5439 -0.3973
H -2.6263 0.6892 2.6614
H -0.8627 0.8663 2.5722
H -1.6257 0.3528 4.0875
H -3.5203 -2.2722 3.6445
H -2.1418 -2.3302 4.7638
H -2.3753 -3.6106 3.5611
H 1.0040 -1.2797 2.2522
H 0.6433 -2.9214 2.8158
H 0.5952 -1.5626 3.9512
O 4.0075 0.5607 0.3615
N 4.0828 0.6051 1.6070
N 2.9638 0.9140 2.2029
O 1.8502 1.1617 1.5749
C 2.9919 0.9620 3.6172
C 4.1650 0.7662 4.3509
C 4.1231 0.8205 5.7328
C 2.9299 1.0686 6.4044
C 1.7716 1.2634 5.6670
C 1.7957 1.2144 4.2809
H 5.0876 0.5671 3.8278
H 5.0365 0.6619 6.2947
H 2.9063 1.1017 7.4870
H 0.8298 1.4447 6.1718
H 0.9061 1.3459 3.6848
C 2.7335 6.2252 -0.8401
N 1.6263 5.4505 -0.3148
C 0.9572 5.8240 0.8045
C 0.0080 5.0443 1.3521
C -0.2701 3.8003 0.6825
N 0.3847 3.4307 -0.4006
C 1.4017 4.1762 -0.8949
O 2.1477 3.8149 -1.7915
N -1.2238 2.9927 1.1473
H 2.7120 7.2181 -0.3921
H 2.6463 6.3038 -1.9218
H 3.6840 5.7385 -0.6189
H 1.2377 6.7813 1.2258
H -0.5213 5.3396 2.2449
H -1.6532 3.1806 2.0341
H -1.4253 2.0945 0.6899
```

Electronic structure analysis, Mulliken charges in units of e: Rb 0.50; O -0.73; C -0.14; N 0.05; C -0.02; O -0.71; C 0.34; C -0.64; C -0.34; C -1.06; C 0.23; N 0.44; C 0.47; C -0.71; C -0.41; C -0.51; C -0.06; N 0.11; H 0.49; H 0.37; H 0.43; H 0.09; H 0.44; H 0.36; H 0.41; H 0.26; C -0.89; O -0.55; Si -0.14; C -1.26; C -1.27; C 1.36; Si 0.02; C -0.42; C -0.96; C -1.20; Si -0.30; C -0.03; C -1.17; C -0.58; H 0.25; H 0.21; H 0.24; H 0.44; H 0.28; H 0.24; H 0.31; H 0.30; H 0.31; H -0.30; H 0.48; H 0.33; H 0.02; H 0.36; H 0.30; H 0.31; H 0.27; H 0.32; H 0.28; H -0.83; H 0.51; H 0.29; H 0.27; H 0.29; H -0.24; H 0.45; H 0.36; O -0.52; N -0.52; N 0.31; O 0.08; C -0.25; C -0.51; C -0.40; C -0.47; C -0.58; C 0.32; H 0.46; H 0.34; H 0.36; H 0.37; H 0.19; C -0.98; N 0.18; C 0.01; C -1.25; C 0.80; N 0.15; C 0.04; O -0.66; N 0.01; H 0.33; H 0.28; H 0.29; H 0.31; H 0.41; H 0.27; H 0.32



Formula: C33H48BF15O13SSi2
Source: the Open Molecules 2025 dataset
Level of theory: ωB97M-V with the def2-TZVPD basis set

LUMO level = 0.186 eV
molar mass = 1036.755 g/mol
calculated total energy = -4764.485153 a.u.
spin multiplicity = 1
E_HOMO = -0.2937 Ha
strongest force on any atom = 0.0261 Eh/bohr

The geometry in XYZ format:
```
113
C33H48BF15O13SSi2 | the Open Molecules 2025 dataset | ωB97M-V with the def2-TZVPD basis set
C -6.0807 -3.2428 1.3791
C -6.2302 -2.6941 2.4309
C -6.3726 -2.0422 3.7249
Si -4.6452 -1.9828 4.4969
C -4.1159 -3.7618 4.7062
C -4.8369 -1.1450 6.1701
C -4.8123 0.3515 6.0934
C -5.6631 1.1167 5.3875
O -3.7069 -1.1491 3.4086
Si -2.1594 -0.6534 3.7367
C -1.3649 -1.6427 5.0652
C -0.7806 -2.4003 5.8057
C -2.0940 1.1928 4.1514
S -1.1382 1.5378 5.6621
C 0.2850 2.4787 5.0417
C 1.5963 1.7186 5.1336
B -1.0414 -0.9272 2.0688
O -1.2380 -2.0474 1.2895
O -0.1076 0.0375 1.7562
C 1.2396 -0.4612 1.5748
H -5.6275 -3.6938 0.5281
H -6.8264 -1.0568 3.6291
H -6.9952 -2.6935 4.3454
H -3.5446 -3.8308 5.6332
H -5.0033 -4.3830 4.8226
H -3.4944 -4.1021 3.8824
H -5.8180 -1.4725 6.5455
H -4.1026 -1.5251 6.8816
H -4.0302 0.8493 6.6637
H -6.7345 0.9572 5.3402
H -5.2773 1.9997 4.8891
H -0.1753 -3.0525 6.3908
H -3.0828 1.6396 4.2117
H -1.5568 1.6853 3.3416
H 0.1064 2.7488 4.0023
H 0.3466 3.3918 5.6290
H 1.9107 1.5415 6.1605
H 1.5837 0.7802 4.5812
H 2.3746 2.3486 4.6930
H -0.4556 -2.5823 1.1172
H 1.9166 0.3469 1.8221
H 1.3830 -1.3211 2.2312
H 1.3436 -0.8142 0.5488
C 0.2104 -0.1996 -2.2234
C 0.3903 0.3838 -3.6059
O 1.7276 0.9017 -3.7876
C 2.6598 0.0163 -4.0821
O 2.5288 -1.1638 -4.2235
C 4.0113 0.7305 -4.2862
F 4.2455 1.6314 -3.3296
F 4.0135 1.3644 -5.4691
F 5.0109 -0.1451 -4.2847
H 0.4674 0.5379 -1.4622
H -0.8221 -0.5125 -2.0749
H 0.8578 -1.0649 -2.0787
H -0.2692 1.2354 -3.7529
H 0.1682 -0.3452 -4.3838
C 6.4607 2.5206 -6.5560
C 6.7125 3.1948 -7.8866
O 6.6338 4.6318 -7.7697
C 7.7131 5.2372 -7.3036
O 8.7421 4.7293 -6.9725
C 7.4792 6.7625 -7.2808
F 6.2795 7.0635 -6.7740
F 7.5401 7.2501 -8.5269
F 8.4070 7.3663 -6.5478
H 5.5141 2.8513 -6.1442
H 6.4428 1.4388 -6.6784
H 7.2408 2.7759 -5.8385
H 5.9437 2.9230 -8.6064
H 7.6755 2.9112 -8.3087
C 4.0537 -2.5982 -6.3969
C 3.7831 -3.2312 -7.7425
O 4.3648 -2.4508 -8.8106
C 5.6562 -2.6323 -9.0271
O 6.3916 -3.3727 -8.4464
C 6.1082 -1.7518 -10.2114
F 5.6195 -0.5098 -10.1079
F 5.6711 -2.2768 -11.3626
F 7.4325 -1.6762 -10.2592
H 3.7068 -1.5686 -6.3896
H 3.5442 -3.1443 -5.6070
H 5.1218 -2.5902 -6.1795
H 2.7158 -3.2520 -7.9511
H 4.1494 -4.2558 -7.7904
C -8.9040 -8.4313 -0.6593
C -9.9993 -8.1794 0.3528
O -9.5673 -7.2616 1.3774
C -9.6156 -5.9760 1.0616
O -9.9787 -5.5029 0.0269
C -9.1641 -5.1293 2.2684
F -8.0653 -5.6385 2.8365
F -10.1275 -5.1124 3.2057
F -8.9144 -3.8840 1.9017
H -7.9988 -8.7789 -0.1610
H -9.2233 -9.1862 -1.3769
H -8.6561 -7.5201 -1.2023
H -10.2545 -9.0960 0.8796
H -10.9051 -7.8030 -0.1204
C 3.9015 7.4375 3.8032
C 4.3970 7.3623 5.2300
O 3.2990 7.3275 6.1666
C 2.7248 6.1506 6.3454
O 3.0169 5.1173 5.8204
C 1.6060 6.2762 7.4013
F 0.8493 7.3538 7.1804
F 2.1461 6.3851 8.6213
F 0.8244 5.2022 7.3819
H 3.2353 8.2909 3.6765
H 4.7433 7.5432 3.1201
H 3.3471 6.5396 3.5330
H 4.9638 8.2535 5.4883
H 5.0420 6.4991 5.3879
```

Atom charges from the Mulliken analysis, given in e for atoms 1 to 99: C -0.19; C -0.57; C -0.50; Si 0.50; C -1.13; C -0.72; C -0.29; C -0.86; O -0.07; Si -0.37; C -0.90; C 0.41; C -0.47; S -0.08; C -0.08; C -1.14; B 0.56; O -0.40; O -0.39; C -0.82; H 0.43; H 0.44; H 0.26; H 0.35; H 0.39; H 0.26; H 0.45; H 0.45; H 0.52; H 0.35; H 0.22; H 0.47; H 0.21; H 0.39; H 0.26; H 0.07; H 0.32; H 0.30; H 0.34; H 0.26; H 0.24; H 0.40; H 0.18; C -1.00; C -0.45; O -0.30; C 0.29; O -0.51; C 1.01; F -0.26; F -0.27; F -0.22; H 0.32; H 0.41; H 0.31; H 0.36; H 0.34; C -0.96; C -0.30; O -0.33; C 0.34; O -0.51; C 0.90; F -0.25; F -0.25; F -0.24; H 0.29; H 0.32; H 0.36; H 0.30; H 0.33; C -0.94; C -0.36; O -0.32; C 0.33; O -0.51; C 0.92; F -0.24; F -0.26; F -0.24; H 0.18; H 0.43; H 0.31; H 0.34; H 0.33; C -1.11; C -0.21; O -0.32; C 0.22; O -0.51; C 1.03; F -0.25; F -0.29; F -0.21; H 0.30; H 0.37; H 0.31; H 0.32; H 0.32